Molecular formula: C16H25ClNO2
Method: DFT, ωB97M-V/def2-TZVPD

```
45
Properties=species:S:1:pos:R:3:forces:R:3
C 4.627545 3.030852 -1.446757 -0.098 0.037 0.240
C 4.141672 2.443742 -0.127716 0.110 -0.191 -0.255
C 4.191056 0.917951 -0.138347 -0.203 0.245 0.323
C 3.705808 0.321439 1.181720 0.021 -0.386 -0.424
C 3.699409 -1.207068 1.141472 0.298 0.441 0.541
H 4.690314 -1.573082 0.863140 -0.127 -0.008 0.092
H 3.432441 -1.630989 2.115937 0.019 -0.062 -0.113
O 2.847794 -1.718944 0.125866 -0.299 -0.154 -0.256
C 1.523539 -1.724540 0.275406 -0.239 -0.071 -0.189
C 0.816304 -1.357692 1.421577 0.268 0.042 0.023
C -0.563782 -1.430179 1.456706 -0.098 -0.099 -0.202
C -1.285664 -1.871274 0.354623 -0.046 0.007 0.012
C -0.595649 -2.241181 -0.797812 0.141 0.005 0.192
C 0.780480 -2.169271 -0.839517 0.156 0.073 0.094
Cl 1.627175 -2.625313 -2.266018 -0.053 -0.027 -0.056
H -1.123410 -2.605172 -1.665070 -0.063 -0.060 -0.157
C -2.785695 -1.913237 0.395970 0.566 -0.481 0.164
H -3.133030 -2.268121 1.368799 -0.114 0.119 -0.088
H -3.182141 -2.566506 -0.382222 -0.131 0.139 0.028
N -3.350912 -0.540731 0.186256 0.049 0.055 0.199
H -2.864172 0.081196 0.845759 -0.053 -0.134 -0.105
C -3.083227 -0.024898 -1.178909 0.061 0.707 -0.679
H -2.010352 -0.058600 -1.373219 -0.091 -0.043 0.105
H -3.602815 -0.668007 -1.892154 0.032 -0.078 0.148
C -3.619170 1.405712 -1.293002 0.162 -0.212 -0.050
O -4.994540 1.443699 -1.017010 -0.115 0.052 -0.088
C -5.276142 0.988215 0.278612 -0.015 -0.230 0.095
H -6.358499 1.048318 0.399196 0.123 -0.073 0.130
C -4.804751 -0.459689 0.463992 -0.810 0.441 0.095
H -5.006842 -0.798405 1.480820 0.145 -0.052 -0.041
H -5.323615 -1.110093 -0.243212 0.156 -0.029 0.042
H -4.798223 1.636546 1.030086 -0.050 -0.026 -0.027
H -3.498992 1.771278 -2.313417 0.141 -0.071 0.109
H -3.067480 2.070666 -0.609944 -0.020 -0.016 -0.055
H -1.075541 -1.156447 2.368546 -0.063 0.009 0.156
H 1.341915 -1.025853 2.301498 0.102 0.043 0.059
H 4.361076 0.636627 1.994940 -0.027 0.003 0.097
H 2.700410 0.692337 1.396164 -0.001 0.044 0.103
H 3.570604 0.540104 -0.954397 0.050 -0.030 -0.070
H 5.215725 0.591948 -0.324969 0.061 -0.068 -0.079
H 3.116502 2.773517 0.061458 -0.013 0.014 0.092
H 4.764282 2.818324 0.687274 -0.048 0.041 0.088
H 5.656049 2.735735 -1.638578 0.119 -0.008 -0.078
H 4.012028 2.680563 -2.272637 -0.033 -0.015 -0.124
H 4.582502 4.116503 -1.420912 0.034 0.106 -0.090
```
Positions in Å, forces in eV/Å.

Results
maximum force: 0.019 Eh/bohr
charge: +1
molecular weight: 298.8 g mol⁻¹
SMILES: CCCCCOc1ccc(C[NH+]2CCOCC2)cc1Cl
electronic energy: -35098.8101 eV
Kohn-Sham gap: 9.01 eV
highest occupied orbital energy: -11.65 eV

---

Molecular formula: C16H25ClOSV
Method: DFT, ωB97M-V/def2-TZVPD

```
45
Properties=species:S:1:pos:R:3:forces:R:3
C 0.191417 0.724496 -5.301029 0.163 0.514 -1.897
C 1.575253 1.253527 -5.367335 0.443 0.077 0.996
C -0.045741 -0.670882 -5.721060 -0.117 -0.596 1.092
C -0.926429 1.692422 -5.394893 -0.407 0.216 1.003
Cl 0.129799 0.545864 -2.773792 -0.030 -0.064 -0.084
H -0.048195 -0.756472 -6.818112 0.065 0.389 0.094
H -1.019109 -1.025418 -5.362284 0.194 0.056 -0.198
H 0.743919 -1.331318 -5.342731 -0.171 0.130 -0.203
H 1.867494 1.479651 -6.410641 -0.446 -0.199 0.172
H 2.296939 0.519453 -4.978369 -0.225 0.241 -0.255
H 1.667666 2.187032 -4.790806 -0.027 -0.316 -0.312
H -1.103141 1.998429 -6.442254 0.338 -0.327 0.137
H -0.705533 2.603929 -4.819129 -0.078 -0.294 -0.302
H -1.861151 1.249665 -5.021579 0.269 0.145 -0.239
C 1.292638 -0.703476 1.303235 0.549 0.102 -0.680
C 0.802806 -1.902136 0.682095 0.578 0.147 -0.504
C 1.293817 -1.945145 -0.661844 0.183 0.906 0.638
H 0.242188 -2.703714 1.180100 0.127 0.644 -0.349
C 2.158441 -0.802682 -0.842733 -0.490 0.098 0.822
C 2.161630 -0.038921 0.373868 -0.026 -1.821 -0.270
H 2.858533 0.758051 0.616796 -0.457 0.073 -0.254
H 1.116308 -0.381478 2.327043 0.101 -0.286 -0.315
H 1.113554 -2.744298 -1.382282 -0.013 0.418 0.226
H 2.738278 -0.559560 -1.732794 -0.361 -0.098 0.308
C -1.681047 0.947910 0.810729 -1.126 -1.579 -0.237
C -1.473015 -0.396864 1.263457 -0.661 1.013 -0.393
C -1.838663 -1.289069 0.189829 -0.227 0.844 -0.382
H -1.191218 -0.650128 2.284523 -0.070 -0.113 -0.483
C -2.281553 -0.494887 -0.911694 0.334 0.228 0.925
C -2.193999 0.886374 -0.531919 0.488 -0.499 0.670
H -2.514750 1.750988 -1.114531 0.370 -0.416 0.061
H -1.562639 1.827564 1.426622 0.076 -0.133 -0.262
H -1.857518 -2.373502 0.235855 0.076 0.309 -0.082
H -2.663886 -0.881670 -1.853397 0.294 0.158 0.225
V -0.013089 0.017973 -0.408377 0.096 -0.510 0.731
C 0.501017 4.467614 0.321174 0.299 0.185 -0.111
S 1.351006 2.948571 0.685097 -0.844 -0.446 -0.222
C 0.880145 2.814204 2.419550 0.128 0.371 0.304
O 0.423216 1.992729 -0.088716 0.451 0.267 -0.250
H 0.955354 5.261555 0.906865 -0.020 0.186 0.025
H -0.555320 4.339554 0.551417 0.061 -0.013 0.067
H 0.633461 4.653233 -0.743470 0.053 0.056 0.052
H -0.054313 3.369270 2.578805 0.259 -0.280 0.074
H 0.779623 1.766549 2.738330 0.154 0.403 -0.288
H 1.700510 3.294013 2.978279 -0.355 -0.188 -0.047
```
Positions in Å, forces in eV/Å.

Results
maximum force: 0.038 Eh/bohr
spin multiplicity: 2
charge: +2
molecular weight: 351.8 g mol⁻¹
electronic energy: -68074.6924 eV
expectation value of S²: 0.84
Kohn-Sham gap (alpha / beta): 7.88 / 7.77 eV
highest occupied orbital energy (alpha / beta): -15.24 / -14.98 eV

---

Molecular formula: C16H25CrN4OS4
Method: DFT, ωB97M-V/def2-TZVPD

```
51
Properties=species:S:1:pos:R:3:forces:R:3
Cr -0.350060 -0.075311 0.174301 -0.061 0.654 -0.360
C 3.134487 -1.726589 1.898945 -0.220 0.519 -1.793
C 4.374338 -0.815693 1.988680 -0.097 -0.424 1.428
S 4.073686 0.692547 2.920595 0.747 0.124 0.075
C 3.331203 1.708182 1.652360 -1.740 -0.619 0.353
C 1.822348 1.788885 1.967093 0.896 1.506 -0.563
S 0.789627 2.050986 0.451772 -0.914 0.337 0.706
C 1.694316 2.490336 -1.081824 -1.789 0.049 -0.653
C 2.069244 1.344052 -2.011792 -1.043 -0.134 -0.260
S 0.768801 0.004295 -2.054108 0.369 0.353 -0.269
C 1.787230 -1.539229 -2.219464 0.632 1.923 -1.210
C 2.632306 -1.881487 -0.999254 0.691 -0.987 -0.044
S 1.855304 -1.383746 0.545950 0.104 -0.062 0.072
H 2.400001 -1.513548 2.702158 1.087 -1.089 0.301
H 3.473946 -2.744994 1.589130 -0.740 0.442 1.115
H 4.973084 -0.628489 1.094830 -0.374 -0.146 -0.131
H 5.055480 -1.335593 2.702799 -0.332 0.031 -0.595
H 3.386283 1.213894 0.698753 0.491 -0.311 -0.406
H 3.810897 2.643500 1.590633 0.501 1.204 -0.011
H 1.524500 2.500155 2.764527 0.268 0.005 -0.820
H 1.554846 0.848862 2.338061 -0.699 -1.432 0.291
H 2.546870 3.078634 -0.823039 0.546 0.511 0.102
H 0.914377 3.153545 -1.593555 1.205 -0.758 0.715
H 2.986833 0.882225 -1.753790 0.886 -0.560 0.537
H 2.190932 1.703968 -3.040501 -0.210 -0.004 0.216
H 2.358135 -1.323081 -3.179287 -0.282 -0.480 1.351
H 1.043989 -2.257613 -2.509643 -0.240 -0.622 0.284
H 3.673682 -1.536920 -0.955742 -0.380 0.549 -0.579
H 2.776128 -2.973653 -1.002604 -0.343 0.181 0.141
N -6.168341 2.170348 -1.094073 0.497 -0.259 -0.155
C -4.921860 1.736456 -0.796219 0.146 -0.539 0.253
C -4.031467 1.354524 -1.828282 1.041 0.076 0.532
C -2.743041 0.920665 -1.479119 -1.346 0.002 0.305
N -2.260594 0.838988 -0.208391 -0.061 0.716 0.049
C -3.113222 1.255770 0.842679 -0.690 -1.417 -4.274
C -4.439708 1.526878 0.560055 -0.174 0.490 0.396
H -6.515159 2.211930 -2.049770 0.418 -0.050 0.430
H -6.801929 2.504619 -0.398215 -0.098 0.016 0.394
H -4.293821 1.410692 -2.896897 0.043 -0.047 0.724
H -2.171729 0.539538 -2.321916 0.502 0.104 0.421
H -2.719503 1.080887 1.787139 0.409 0.027 1.585
H -5.125128 1.538490 1.433599 0.400 0.503 -0.833
O -0.329742 -1.835357 3.732110 -0.366 2.182 -1.933
C -0.577574 -1.038856 2.874157 -0.462 -1.031 0.122
N -0.929454 -0.283413 1.962804 1.174 -1.118 2.177
C -2.920887 -3.736599 -0.736406 0.293 -1.098 0.099
C -2.022993 -2.622251 -0.531904 4.417 1.959 0.928
N -1.136756 -1.849363 -0.365793 -4.164 -2.861 -0.846
H -2.545067 -4.748876 -0.359972 0.035 1.609 -0.418
H -3.070870 -3.809802 -1.821081 -0.438 -0.065 0.313
H -3.813967 -3.533402 -0.160486 -0.536 0.041 -0.261
```
Positions in Å, forces in eV/Å.

Results
maximum force: 0.100 Eh/bohr
spin multiplicity: 4
charge: +2
molecular weight: 469.7 g mol⁻¹
electronic energy: -96754.4903 eV
expectation value of S²: 3.79
Kohn-Sham gap (alpha / beta): 7.31 / 7.75 eV
highest occupied orbital energy (alpha / beta): -14.03 / -14.03 eV

---

Molecular formula: C16H25F13I2N2O2S2Ta
Method: DFT, ωB97M-V/def2-TZVPD

```
63
Properties=species:S:1:pos:R:3:forces:R:3
C 2.265197 -1.257943 3.489801 0.093 0.129 0.086
C 3.161810 -1.713079 2.349799 0.091 0.077 0.037
I 4.765029 -2.943369 3.260652 0.034 0.041 -0.024
C 2.508161 -2.402776 1.187416 -0.159 -0.168 0.170
I 1.297345 -4.080223 1.815565 -0.023 -0.046 0.039
Ta 1.467176 -0.937848 -0.281669 1.021 -0.653 0.155
S 3.604763 -0.766086 -1.558833 -0.185 0.354 0.451
C 0.851180 -2.649974 -1.643606 -0.017 0.591 -0.391
C -0.035969 -2.365321 -2.868502 -0.302 -0.408 -0.145
C 0.564839 -1.402851 -3.873018 -0.183 0.022 0.127
N -0.216141 -0.261269 -4.272714 -0.214 -0.067 0.069
O 1.645014 -1.591254 -4.351679 0.415 -0.001 -0.072
C -0.437218 -0.950079 0.902825 0.033 0.262 0.074
C -1.677442 -1.504932 0.204893 0.010 0.070 -0.177
C -2.859554 -1.830547 1.093608 -0.073 0.247 0.045
F -3.737041 -2.661225 0.451311 -0.056 -0.145 -0.147
F -2.465042 -2.478743 2.210133 0.043 -0.124 0.175
C -3.733193 -0.640640 1.576701 0.152 0.061 -0.162
F -4.503556 -1.033893 2.603545 -0.113 -0.105 0.196
F -2.931272 0.345455 2.030503 0.037 0.087 0.014
C -4.707949 -0.066539 0.491910 0.077 0.262 0.066
F -5.844599 -0.777465 0.536001 -0.100 -0.071 0.029
F -4.210518 -0.183746 -0.748893 -0.001 0.021 -0.054
C -5.141487 1.431368 0.755459 0.043 -0.073 -0.001
F -5.275173 1.603927 2.073664 -0.147 0.078 -0.160
F -6.337497 1.611054 0.180321 0.158 -0.065 0.056
S -4.026806 2.831981 0.056148 0.102 -0.254 -0.102
F -4.474033 2.411256 -1.413602 0.036 0.087 0.146
F -2.760270 1.882840 -0.054228 -0.166 0.058 -0.025
F -3.563910 3.274452 1.499753 0.034 -0.044 0.023
F -5.256951 3.831569 0.153710 -0.039 0.006 0.047
F -3.169751 3.999274 -0.561063 -0.001 -0.002 -0.033
C 2.075063 1.031304 0.746053 -0.334 0.284 -0.759
C 3.371014 1.693014 0.475394 0.081 -0.113 -0.127
O 4.346439 1.496830 1.182136 0.199 0.063 0.397
N 3.481979 2.578040 -0.593796 -0.550 0.416 0.426
C 2.332427 2.795487 -1.450770 0.065 0.075 -0.218
C 4.229840 3.797152 -0.283231 0.366 -0.139 -0.225
H 2.015181 -2.080714 4.161323 -0.101 0.031 -0.152
H 2.769924 -0.487201 4.076762 -0.001 -0.068 -0.031
H 1.340497 -0.831797 3.091133 0.034 -0.057 0.047
H 3.757385 -0.879254 1.963932 -0.043 -0.074 0.030
H 3.290197 -2.884419 0.598188 -0.166 0.014 -0.088
H 0.530031 0.124282 -1.476216 -0.279 -0.175 0.127
H 3.862985 -2.060287 -1.778593 -0.221 -0.091 -0.138
H 0.310377 -3.377201 -1.022051 0.132 0.096 0.117
H 1.754406 -3.160864 -1.997583 -0.019 0.025 0.116
H -1.021656 -2.016885 -2.547209 0.107 0.074 -0.027
H -0.205225 -3.294360 -3.437422 -0.016 0.050 0.082
H -0.105829 0.431727 -3.529951 0.117 0.039 -0.151
H -1.198634 -0.524786 -4.236535 0.039 0.083 0.141
H -0.601341 0.115988 1.120547 0.016 -0.080 0.015
H -0.294611 -1.438797 1.872465 0.023 -0.071 -0.125
H -1.467578 -2.444271 -0.316756 -0.035 0.018 0.116
H -2.017603 -0.794273 -0.551142 0.078 -0.129 -0.053
H 1.233628 1.689526 0.492013 0.045 -0.030 0.080
H 2.057314 0.864080 1.826874 -0.079 -0.309 -0.103
H 1.965763 1.846613 -1.843278 -0.013 0.099 0.034
H 2.646970 3.416042 -2.293394 -0.016 -0.119 0.003
H 1.504857 3.320315 -0.947922 0.054 -0.054 0.012
H 5.161648 3.863872 -0.854658 -0.110 0.024 -0.019
H 4.498098 3.817282 0.772784 -0.024 -0.063 -0.055
H 3.611314 4.670178 -0.515004 0.050 -0.045 0.016
```
Positions in Å, forces in eV/Å.

Results
maximum force: 0.024 Eh/bohr
charge: -1
molecular weight: 1023.3 g mol⁻¹
electronic energy: -98821.8783 eV
Kohn-Sham gap: 7.52 eV
highest occupied orbital energy: -5.66 eV